Molecular formula: CHN3O
Method: DFT, ωB97M-V with the def2-TZVPD basis set

CARTESIAN COORDINATES (ANGSTROEM)
C 0.060 1.263 0.049
N -2.646 -0.272 -0.288
N -3.027 -1.174 0.208
N 1.092 0.742 0.048
O 2.308 0.201 0.013
H 2.213 -0.761 -0.030

Results
calculated total energy = -7568.1642 eV
molar mass = 71.04 g/mol
orbital gap = 11.89 eV